An isolated molecule of C20H34O2. Source: OMol25; level of theory: wB97M-V/def2-TZVPD.

The geometry in ORCA input format:
```
! RIJCOSX wB97M-V def2-TZVPD def2/J DEFGRID3
* xyz 0 1
C 2.737 -1.669 -5.764
C 1.284 -1.276 -5.528
C 1.065 -0.726 -4.121
C -0.392 -0.338 -3.875
C -0.602 0.262 -2.485
C -0.005 1.630 -2.336
C -0.010 2.309 -1.199
C -0.605 1.784 0.079
C -0.497 2.763 1.208
C 0.611 3.044 1.877
C 1.958 2.419 1.655
C 2.503 1.908 2.956
C 2.698 0.648 3.310
C 2.440 -0.591 2.510
C 1.619 -1.600 3.320
C 0.169 -1.150 3.519
C -0.738 -1.570 2.364
C -2.168 -1.070 2.561
C -3.160 -1.717 1.583
C -2.866 -1.290 0.170
O -3.201 -0.247 -0.326
O -2.156 -2.205 -0.500
H 3.390 -0.808 -5.637
H 3.044 -2.437 -5.057
H 2.871 -2.056 -6.771
H 0.989 -0.520 -6.260
H 0.643 -2.148 -5.679
H 1.704 0.147 -3.972
H 1.365 -1.481 -3.389
H -0.709 0.386 -4.629
H -1.019 -1.226 -3.993
H -0.160 -0.403 -1.733
H -1.674 0.333 -2.270
H 0.425 2.069 -3.224
H 0.424 3.298 -1.152
H -0.098 0.849 0.343
H -1.655 1.533 -0.094
H -1.406 3.294 1.456
H 0.582 3.780 2.671
H 1.903 1.633 0.906
H 2.638 3.192 1.278
H 2.733 2.688 3.674
H 3.097 0.449 4.298
H 1.924 -0.360 1.578
H 3.403 -1.046 2.255
H 1.631 -2.570 2.817
H 2.096 -1.730 4.294
H -0.223 -1.588 4.440
H 0.143 -0.064 3.631
H -0.744 -2.661 2.295
H -0.342 -1.185 1.423
H -2.199 0.015 2.443
H -2.492 -1.308 3.576
H -4.171 -1.392 1.832
H -3.093 -2.803 1.648
H -1.949 -1.887 -1.395
*
```

For the LUMO energy, the calculation gives 0.02742 Eh. As for the SMILES: CCCCC/C=C\C/C=C\C/C=C\CCCCCCC(=O)O. As for the HOMO energy: -9.03 eV. The value obtained for the electronic energy is -25386.1550 eV. The gap between HOMO and LUMO is 9.8 eV.